1.
The molecule C6H7Br2OP in a non-equilibrium geometry, computed with ωB97M-V/def2-TZVPD.

CARTESIAN COORDINATES (ANGSTROEM)
1 O 0.307 1.535 -2.327
2 C 0.280 0.499 -1.400
3 Br -0.497 -1.106 -2.387
4 C 1.615 0.036 -0.792
5 C 1.665 -0.663 0.356
6 C 0.463 -1.000 1.118
7 C -0.746 -0.526 0.860
8 P -2.364 -1.017 1.620
9 C -0.760 0.861 -0.405
10 Br -0.292 2.431 0.710
11 H 1.062 1.660 -2.867
12 H 2.450 0.328 -1.281
13 H 2.616 -0.857 0.671
14 H 0.418 -1.691 1.989
15 H -2.692 0.199 2.098
16 H -1.712 -1.559 2.930
17 H -1.811 0.870 -0.894

Computed properties:
Kohn-Sham gap ... 8.81 eV
DFT total energy ... -5797.33828 Eh
F_max ... 4.835 eV/A
Net charge ... 0
Structure (SMILES) ... O[C@@]1(Br)C=CC=C(P)[C@H]1Br
ΔE to the lowest compared entry with this formula, charge and spin ... 27.5 kcal/mol


2.
The ion C7H13F3N4O2P with charge +1 in a non-equilibrium geometry, computed with ωB97M-V/def2-TZVPD.

CARTESIAN COORDINATES (ANGSTROEM)
1 N 3.072 -1.480 0.333
2 P 1.751 -1.859 -0.360
3 O 1.860 -2.098 -1.937
4 O 1.122 -3.208 0.270
5 C 0.427 -0.590 -0.129
6 N 0.395 0.340 -1.233
7 C 1.136 1.442 -0.766
8 N 1.839 2.287 -1.544
9 N 1.102 1.512 0.560
10 C 0.539 0.280 1.130
11 C -0.762 0.655 1.880
12 C -1.912 1.128 0.976
13 C -2.689 -0.030 0.413
14 F -2.767 -1.128 1.214
15 C -3.253 -0.133 -0.824
16 F -2.850 -1.046 -1.702
17 F -4.218 0.648 -1.253
18 H 3.285 -2.182 1.031
19 H 0.962 -2.098 -2.304
20 H 1.418 -3.947 -0.277
21 H -0.463 -1.202 0.042
22 H -0.543 0.624 -1.512
23 H 1.459 3.113 -1.974
24 H 2.828 2.106 -1.630
25 H 0.695 2.364 0.937
26 H 1.159 -0.158 1.909
27 H -1.040 -0.206 2.480
28 H -0.508 1.448 2.583
29 H -1.491 1.684 0.143
30 H -2.573 1.758 1.576

Computed properties:
Kohn-Sham gap ... 6.87 eV
DFT total energy ... -1284.65307 Eh
F_max ... 2.061 eV/A
Net charge ... +1
Structure (SMILES) ... N=P(O)(O)[C@@H]1NC(N)=[NH+][C@H]1CCC(F)=C(F)F
ΔE to the lowest compared entry with this formula, charge and spin ... 33.6 kcal/mol


3.
A structure of composition C10H17N3O8S2Ta in a non-equilibrium geometry, computed with ωB97M-V/def2-TZVPD.

CARTESIAN COORDINATES (ANGSTROEM)
1 Ta -0.545 -0.261 -0.633
2 N -1.045 1.492 -2.098
3 C -1.416 2.753 -1.359
4 C -2.507 2.319 -0.426
5 N -1.987 1.216 0.454
6 C -3.077 0.761 1.387
7 C -2.928 -0.679 1.837
8 N -3.276 -1.532 0.646
9 H -1.810 1.183 -2.717
10 H -0.328 1.652 -2.771
11 H -0.554 3.069 -0.726
12 H -1.729 3.560 -1.975
13 H -2.883 3.208 0.107
14 H -3.298 1.961 -1.067
15 H -1.352 1.734 1.101
16 H -3.151 1.343 2.316
17 H -4.020 0.842 0.891
18 H -1.901 -0.903 2.189
19 H -3.540 -1.027 2.685
20 H -3.540 -2.479 0.925
21 H -4.019 -1.104 0.011
22 O 0.991 1.113 -0.101
23 S 1.421 0.414 1.155
24 O 1.554 1.058 2.434
25 O 0.114 -0.453 1.280
26 C 2.808 -0.560 0.645
27 C 3.910 -0.420 1.485
28 C 5.070 -1.033 1.104
29 C 5.253 -1.668 -0.114
30 C 4.176 -1.832 -0.944
31 C 2.932 -1.264 -0.639
32 S 1.604 -1.597 -1.731
33 O 0.822 -0.342 -2.187
34 O 1.989 -2.470 -2.733
35 O 0.475 -1.976 -0.764
36 H 3.748 0.019 2.538
37 H 5.910 -0.918 1.814
38 H 6.257 -1.905 -0.435
39 H 4.254 -2.481 -1.828
40 O -2.167 -1.757 -0.267
41 O -2.211 -1.038 -1.491

Computed properties:
Kohn-Sham gap ... 8.03 eV
DFT total energy ... -2009.72357 Eh
F_max ... 3.109 eV/A
Net charge ... +3
ΔE to the lowest compared entry with this formula, charge and spin ... 17.0 kcal/mol


4.
The molecule C24H32N4O4 in a non-equilibrium geometry, computed with ωB97M-V/def2-TZVPD.

CARTESIAN COORDINATES (ANGSTROEM)
1 C -6.358 -0.340 3.692
2 C -5.737 0.338 2.386
3 C -5.971 0.087 1.105
4 C -6.954 -1.181 0.679
5 C -5.584 0.843 -0.103
6 O -6.078 1.942 -0.379
7 N -4.471 0.238 -0.629
8 C -3.966 -0.791 -0.269
9 C -2.680 -1.304 -1.343
10 C -1.409 -0.693 -0.448
11 C -0.568 -1.843 -1.105
12 C 0.867 -2.037 -0.556
13 C 1.466 -3.407 -0.671
14 C 2.737 -3.636 -0.499
15 C 3.534 -2.444 0.061
16 C 2.964 -1.345 0.349
17 N 3.654 -0.184 0.577
18 C 4.936 -0.059 1.375
19 O 5.707 -0.955 1.140
20 C 5.202 1.464 1.612
21 C 5.235 2.278 0.545
22 C 5.837 2.097 -0.624
23 C 7.397 2.034 -0.608
24 C 8.081 0.551 -0.531
25 C 1.506 -1.172 0.074
26 N -1.192 -2.904 -1.410
27 O -2.537 -2.685 -1.630
28 C -3.097 -0.175 -2.397
29 C -3.925 0.862 -1.943
30 C -2.980 1.928 -1.419
31 N -3.603 3.242 -1.070
32 O -1.850 2.036 -1.561
33 H -6.932 -1.236 3.448
34 H -6.999 0.348 4.103
35 H -5.732 -0.654 4.363
36 H -5.196 1.136 2.493
37 H -7.007 -1.409 -0.531
38 H -6.712 -2.178 1.175
39 H -8.118 -1.110 1.218
40 H -3.728 -0.929 0.666
41 H -4.448 -1.831 -0.199
42 H -0.989 0.127 -1.068
43 H -1.385 -0.431 0.468
44 H 0.819 -4.390 -1.093
45 H 3.203 -4.642 -0.496
46 H 4.604 -2.485 0.394
47 H 3.116 0.750 1.006
48 H 6.422 1.228 1.946
49 H 4.813 1.564 2.483
50 H 4.126 2.473 0.046
51 H 5.643 3.398 0.661
52 H 5.567 2.808 -1.589
53 H 5.724 1.081 -1.272
54 H 8.096 2.477 -1.421
55 H 7.737 2.724 0.174
56 H 7.552 0.143 0.135
57 H 9.347 0.711 -0.340
58 H 8.111 0.067 -1.467
59 H 1.108 -0.224 0.019
60 H -2.377 0.202 -2.834
61 H -3.748 -0.752 -3.037
62 H -4.787 1.212 -2.342
63 H -3.243 4.015 -0.613
64 H -4.748 3.028 -0.893

Computed properties:
Kohn-Sham gap ... 8.68 eV
DFT total energy ... -1452.97577 Eh
F_max ... 17.248 eV/A
Net charge ... 0
Structure (SMILES) ... C/C=C(\C)C(=O)N1C[C@]2(CC(c3cccc(NC(=O)CCCCC)c3)=NO2)C[C@@H]1C(N)=O
ΔE to the lowest compared entry with this formula, charge and spin ... 549.5 kcal/mol


5.
The molecule C17H17N3O2, computed with ωB97M-V/def2-TZVPD.

CARTESIAN COORDINATES (ANGSTROEM)
1 C 2.884 2.334 1.323
2 N 1.963 1.237 1.093
3 N 2.474 0.043 1.622
4 C 2.373 -1.092 0.703
5 C 2.766 -0.695 -0.712
6 C 1.449 -0.519 -1.440
7 O 1.280 -0.022 -2.519
8 N 0.454 -1.091 -0.655
9 C -0.916 -1.136 -1.026
10 C -1.669 -2.272 -0.757
11 C -3.012 -2.292 -1.088
12 C -3.601 -1.195 -1.693
13 C -2.841 -0.071 -1.970
14 C -1.499 -0.034 -1.636
15 C 0.927 -1.567 0.553
16 O 0.301 -2.194 1.368
17 C 0.585 1.510 1.142
18 C 0.071 2.504 0.305
19 C -1.284 2.757 0.262
20 C -2.163 2.019 1.039
21 C -1.664 1.035 1.872
22 C -0.305 0.786 1.933
23 H 3.884 2.004 1.047
24 H 2.897 2.643 2.375
25 H 2.608 3.187 0.711
26 H 2.088 -0.206 2.533
27 H 2.989 -1.888 1.131
28 H 3.336 -1.480 -1.211
29 H 3.344 0.226 -0.747
30 H -1.212 -3.125 -0.284
31 H -3.599 -3.173 -0.874
32 H -4.649 -1.216 -1.949
33 H -3.293 0.787 -2.443
34 H -0.908 0.841 -1.848
35 H 0.739 3.063 -0.333
36 H -1.660 3.527 -0.395
37 H -3.224 2.209 0.993
38 H -2.333 0.453 2.488
39 H 0.045 0.019 2.608

Computed properties:
Kohn-Sham gap ... 9.09 eV
DFT total energy ... -972.76555 Eh
F_max ... 0.542 eV/A
Net charge ... 0
Structure (SMILES) ... CN(N[C@@H]1CC(=O)N(c2ccccc2)C1=O)c1ccccc1
ΔE to the lowest compared entry with this formula, charge and spin ... 30.3 kcal/mol